Density functional theory data (ωB97M-V with the def2-TZVPD basis set) for a cluster of 11 separate species, C56H111F18N6O14 in total in a non-equilibrium geometry.

Cartesian coordinates (Å):
C: -6.34 6.73 -0.99
C: -5.77 6.17 -2.37
C: -6.88 6.12 -3.35
O: -6.36 5.62 -4.55
C: -7.20 4.91 -5.35
N: -4.67 7.05 -2.85
H: -5.09 7.98 -3.03
H: -3.44 7.72 -1.65
H: -4.28 6.67 -3.80
H: -7.25 6.10 -0.76
H: -6.74 7.73 -1.17
H: -5.59 6.84 -0.26
H: -5.44 5.18 -2.21
H: -7.35 7.10 -3.49
H: -7.67 5.48 -3.01
H: -8.21 5.22 -5.22
H: -7.07 3.79 -5.27
H: -7.07 5.20 -6.41
C: 2.92 -5.12 1.34
C: 2.20 -4.17 0.37
C: 3.19 -3.75 -0.69
O: 3.37 -4.73 -1.64
C: 4.61 -4.48 -2.35
N: 0.97 -4.78 -0.05
H: 0.33 -4.85 0.76
H: 5.81 -1.25 0.22
H: 1.25 -5.73 -0.30
H: 3.79 -4.72 1.81
H: 3.22 -5.91 0.64
H: 2.26 -5.62 2.08
H: 2.01 -3.18 0.86
H: 4.06 -3.39 -0.15
H: 2.78 -2.89 -1.24
H: 4.72 -5.38 -2.98
H: 5.39 -4.29 -1.66
H: 4.43 -3.64 -3.07
C: 1.67 0.57 -2.58
C: 1.85 0.13 -1.12
N: 1.24 1.08 -0.20
C: 2.05 2.04 0.53
C: 1.22 3.09 0.91
N: -0.04 2.72 0.40
C: 0.02 1.58 -0.26
C: -1.19 3.61 0.32
H: 1.94 1.69 -2.70
H: 0.60 0.41 -2.84
H: 2.37 0.10 -3.34
H: 2.89 0.03 -0.73
H: 1.50 -0.90 -0.96
H: 3.03 1.82 0.74
H: 1.19 3.88 1.66
H: -0.85 1.21 -0.78
H: -1.92 3.27 -0.47
H: -0.85 4.56 -0.10
H: -1.58 3.78 1.30
C: -4.04 -6.54 -2.57
C: -3.84 -5.04 -2.45
C: -2.39 -4.67 -2.48
N: -2.07 -3.22 -2.23
C: -2.80 -2.36 -3.12
C: -2.49 -2.76 -4.53
C: -0.98 -2.76 -4.80
C: -0.13 -3.38 -3.70
C: -0.60 -2.96 -2.37
C: -2.41 -2.84 -0.79
H: -5.15 -6.69 -2.61
H: -3.58 -7.17 -1.82
H: -3.66 -6.76 -3.61
H: -4.15 -4.71 -1.45
H: -4.47 -4.49 -3.12
H: -1.87 -4.85 -3.42
H: -1.88 -5.26 -1.69
H: -3.85 -2.39 -2.86
H: -2.50 -1.34 -2.78
H: -2.99 -3.72 -4.78
H: -3.00 -2.02 -5.22
H: -0.82 -3.24 -5.77
H: -0.75 -1.68 -4.90
H: -0.07 -4.48 -3.74
H: 0.88 -3.01 -3.72
H: -0.02 -3.50 -1.61
H: -0.44 -1.92 -2.20
H: -1.71 -3.41 -0.18
H: -3.50 -3.02 -0.55
H: -2.20 -1.82 -0.69
C: 2.73 0.46 3.92
C: 1.75 -0.50 3.21
C: 0.57 -0.90 4.07
N: -0.46 -1.86 3.47
C: -1.75 -1.80 4.35
C: -2.46 -0.46 4.32
C: -2.89 -0.14 2.94
C: -1.65 -0.20 1.98
C: -0.90 -1.50 2.06
C: 0.05 -3.26 3.50
H: 2.23 1.38 4.09
H: 3.56 0.57 3.20
H: 3.15 -0.03 4.84
H: 2.36 -1.32 2.81
H: 1.50 -0.08 2.27
H: 0.08 0.01 4.31
H: 0.82 -1.25 5.13
H: -1.29 -2.12 5.29
H: -2.40 -2.64 4.01
H: -1.64 0.20 4.68
H: -3.26 -0.46 5.04
H: -3.25 0.85 2.92
H: -3.60 -0.83 2.52
H: -0.98 0.59 2.29
H: -1.88 -0.17 0.92
H: 0.02 -1.50 1.55
H: -1.40 -2.43 1.75
H: 0.82 -3.38 2.74
H: -0.69 -3.98 3.16
H: 0.58 -3.49 4.42
C: -2.08 -6.24 2.00
O: -1.76 -6.85 3.32
O: -1.60 -5.08 1.66
C: -1.60 -7.27 0.98
F: -1.74 -6.89 -0.30
F: -0.40 -7.64 1.18
F: -2.37 -8.37 1.08
C: -2.58 -6.35 4.39
C: -2.47 -7.41 5.44
H: -3.25 -7.40 6.17
H: -2.43 -8.37 5.03
H: -1.55 -7.25 6.04
H: -3.58 -6.14 4.02
H: -2.23 -5.39 4.82
H: -3.20 -6.34 1.88
C: -1.94 8.23 -0.41
O: -1.42 6.98 -0.14
O: -2.67 8.33 -1.54
C: -2.85 8.64 0.81
F: -2.41 8.11 1.97
F: -2.84 9.99 0.81
F: -4.14 8.31 0.66
C: -0.22 7.04 0.72
C: 1.11 7.05 -0.05
H: 1.89 6.89 0.69
H: 1.18 6.18 -0.77
H: 1.26 7.99 -0.69
H: -0.27 6.24 1.45
H: -0.21 7.93 1.32
H: -1.22 9.00 -0.44
C: 6.09 1.01 -0.01
O: 6.05 1.59 -1.34
O: 5.15 -0.03 0.32
C: 7.58 0.67 0.19
F: 7.71 -0.14 1.24
F: 8.26 0.18 -0.87
F: 8.23 1.81 0.58
C: 4.98 2.44 -1.58
C: 5.16 3.02 -3.03
H: 4.68 4.01 -3.10
H: 6.25 3.18 -3.16
H: 4.85 2.42 -3.89
H: 5.04 3.31 -0.91
H: 4.02 1.93 -1.44
H: 5.97 1.82 0.74
C: 7.41 -2.68 0.12
O: 7.54 -2.93 -1.21
O: 6.14 -2.24 0.51
C: 7.56 -4.06 0.77
F: 6.95 -5.22 0.42
F: 8.90 -4.28 0.55
F: 7.45 -3.96 2.16
C: 8.79 -2.98 -1.94
C: 8.39 -3.55 -3.28
H: 7.62 -3.06 -3.85
H: 9.21 -3.70 -3.95
H: 7.93 -4.48 -3.05
H: 9.59 -3.63 -1.57
H: 9.11 -1.91 -1.90
H: 8.25 -2.05 0.51
C: -3.63 0.83 -2.14
O: -4.04 2.18 -2.56
O: -2.40 0.77 -1.66
C: -4.78 0.37 -1.25
F: -5.16 1.25 -0.28
F: -5.91 -0.05 -1.92
F: -4.42 -0.71 -0.50
C: -3.39 2.62 -3.67
C: -2.35 3.69 -3.38
H: -1.55 3.27 -2.91
H: -2.03 4.12 -4.31
H: -2.59 4.54 -2.69
H: -4.11 2.96 -4.40
H: -2.89 1.77 -4.16
H: -3.73 0.21 -3.09
C: -0.38 4.29 4.31
O: 0.39 3.57 5.28
O: 0.22 4.57 3.14
C: -1.69 3.45 4.23
F: -2.72 4.22 3.78
F: -1.60 2.50 3.22
F: -2.01 2.78 5.34
C: 1.73 3.86 5.14
C: 2.45 3.32 6.28
H: 1.95 3.72 7.19
H: 2.43 2.20 6.37
H: 3.58 3.56 6.39
H: 1.82 4.93 5.07
H: 2.12 3.54 4.19
H: -0.86 5.16 4.80

Output
Max |F| = 0.0744 hartree/bohr
HOMO energy = -5.82 eV
Molar mass = 1434.5 g/mol
2S+1 = 1
Charge = -1

Löwdin population analysis, charges in e, atoms 1 to 99: C -0.02; C -0.39; C -0.24; O -0.18; C -0.15; N 0.03; H 0.10; H 0.06; H 0.14; H 0.10; H 0.07; H 0.03; H 0.12; H 0.13; H 0.12; H 0.07; H 0.11; H 0.09; C -0.04; C -0.45; C -0.26; O -0.18; C -0.06; N 0.07; H 0.05; H 0.03; H 0.08; H 0.07; H 0.09; H 0.09; H 0.12; H 0.11; H 0.11; H 0.09; H 0.05; H 0.10; C -0.07; C -0.19; N -0.03; C 0.03; C 0.05; N -0.05; C -0.08; C 0.03; H 0.10; H 0.06; H 0.10; H 0.11; H 0.10; H 0.08; H 0.10; H 0.10; H 0.10; H 0.08; H 0.07; C -0.08; C -0.24; C -0.14; N -0.25; C -0.16; C -0.16; C -0.16; C -0.17; C -0.14; C 0.04; H 0.09; H 0.06; H 0.09; H 0.11; H 0.11; H 0.11; H 0.14; H 0.13; H 0.12; H 0.12; H 0.14; H 0.11; H 0.13; H 0.13; H 0.12; H 0.11; H 0.12; H 0.08; H 0.13; H 0.06; C -0.06; C -0.22; C -0.11; N -0.23; C -0.09; C -0.17; C -0.15; C -0.12; C -0.10; C 0.00; H 0.04; H 0.08; H 0.09; H 0.12

Density functional theory data (ωB97M-V with the def2-TZVPD basis set) for a cluster of 8 separate species, C12H24ClN6O16 in total in a non-equilibrium geometry.

Cartesian coordinates (Å):
Cl: 0.17 -1.01 0.46
O: -1.07 -0.41 0.08
O: 1.25 -0.09 0.29
O: 0.15 -1.22 1.89
O: 0.45 -2.17 -0.26
C: -2.25 3.25 4.22
N: -2.04 2.81 5.60
O: -1.20 3.39 6.28
O: -2.64 1.83 6.06
H: -2.53 4.30 4.33
H: -2.91 2.70 3.55
H: -1.29 3.19 3.71
C: -2.97 -5.90 3.09
N: -3.02 -5.60 4.56
O: -2.02 -6.01 5.15
O: -4.03 -5.06 5.10
H: -1.96 -6.07 2.72
H: -3.47 -5.08 2.57
H: -3.52 -6.83 3.01
C: -7.29 -1.78 -1.88
N: -7.65 -2.63 -0.68
O: -7.77 -3.87 -0.84
O: -7.91 -1.98 0.34
H: -6.79 -2.42 -2.61
H: -6.57 -1.04 -1.53
H: -8.22 -1.28 -2.16
C: 5.30 -0.98 -4.99
N: 5.45 -2.06 -5.99
O: 5.75 -1.77 -7.15
O: 5.33 -3.23 -5.59
H: 6.21 -1.00 -4.38
H: 4.44 -1.18 -4.36
H: 5.18 -0.06 -5.56
C: 5.77 0.23 4.03
N: 6.93 -0.18 3.20
O: 7.52 0.60 2.42
O: 7.30 -1.34 3.44
H: 5.12 0.97 3.56
H: 6.28 0.71 4.87
H: 5.29 -0.64 4.48
C: -0.58 -6.76 -5.21
N: -2.02 -6.70 -4.86
O: -2.83 -6.65 -5.74
O: -2.24 -6.63 -3.69
H: -0.40 -7.78 -5.57
H: 0.06 -6.52 -4.36
H: -0.44 -6.10 -6.06
C: 0.96 6.63 -0.75
C: -0.08 7.54 -0.89
C: 0.08 8.92 -0.52
C: 1.30 9.31 -0.15
C: 2.36 8.45 -0.11
C: 2.17 7.14 -0.40
H: 0.81 5.57 -0.92
H: -1.00 7.15 -1.30
H: -0.78 9.58 -0.53
H: 1.51 10.34 0.09
H: 3.32 8.89 0.13
H: 3.07 6.56 -0.18

Output
Max |F| = 0.0899 hartree/bohr
HOMO energy = -5.74 eV
Molar mass = 543.8 g/mol
2S+1 = 1
Charge = -1

Okay, here come the Löwdin numbers, in e, for every atom: Cl 0.56; O -0.39; O -0.41; O -0.41; O -0.35; C 0.03; N -0.44; O 0.04; O 0.06; H 0.10; H 0.10; H 0.11; C 0.04; N -0.41; O 0.05; O 0.03; H 0.10; H 0.10; H 0.10; C 0.04; N -0.41; O 0.03; O 0.05; H 0.09; H 0.10; H 0.10; C 0.04; N -0.44; O 0.04; O 0.04; H 0.11; H 0.11; H 0.10; C 0.04; N -0.41; O 0.04; O 0.04; H 0.10; H 0.10; H 0.10; C 0.04; N -0.49; O 0.07; O 0.09; H 0.10; H 0.10; H 0.10; C -0.09; C -0.07; C -0.09; C -0.14; C -0.12; C -0.11; H 0.11; H 0.09; H 0.10; H 0.10; H 0.11; H 0.11